(1)
{
  "formula": "C3H9IN",
  "method": "ωB97M-V/def2-TZVPD",
  "elements": ["C", "C", "N", "C", "I", "H", "H", "H", "H", "H", "H", "H", "H", "H"],
  "coordinates": [[1.031, -0.042, 0.805], [-0.465, -0.166, 0.356], [-0.546, -0.598, -1.394], [-1.170, 1.121, 0.502], [-3.187, 0.936, -0.092], [1.642, 0.537, 0.198], [1.033, 0.242, 1.932], [1.619, -0.973, 0.665], [-1.088, -1.086, 0.690], [-1.498, -0.743, -1.620], [-0.225, -1.562, -1.490], [0.116, -0.002, -1.875], [-1.294, 1.563, 1.569], [-0.577, 1.915, -0.132]],
  "homo_lumo_gap_ev": 9.991,
  "charge": 1,
  "relative_energy_ev": 1.132
}


(2)
{
  "formula": "C3H9IN3O",
  "method": "ωB97M-V/def2-TZVPD",
  "elements": ["C", "C", "C", "N", "N", "N", "O", "I", "H", "H", "H", "H", "H", "H", "H", "H", "H"],
  "coordinates": [[-1.035, -1.694, -0.080], [0.848, 2.373, -0.313], [0.655, 1.480, 0.866], [-2.033, -2.457, -0.482], [-0.654, -0.640, -0.692], [1.082, 0.076, 0.741], [-0.452, -2.098, 0.994], [2.807, -0.174, -0.246], [0.448, 3.309, -0.056], [1.871, 2.543, -0.607], [0.461, 1.919, -1.201], [-0.333, 1.414, 1.193], [1.136, 1.758, 1.790], [-2.219, -2.559, -1.408], [-2.258, -3.260, 0.077], [-0.692, -0.453, -1.642], [0.368, -1.537, 1.066]],
  "homo_lumo_gap_ev": [9.493, 5.663],
  "charge": 1,
  "spin_multiplicity": 3
}


(3)
{
  "formula": "C3H9IN6S",
  "method": "ωB97M-V/def2-TZVPD",
  "elements": ["N", "C", "S", "I", "N", "C", "N", "N", "C", "N", "N", "H", "H", "H", "H", "H", "H", "H", "H", "H"],
  "coordinates": [[0.558, 2.516, -0.080], [-0.270, 1.340, -0.017], [-2.370, 1.620, -0.421], [-3.233, -0.451, 0.195], [-0.119, 0.577, 1.177], [0.158, -0.719, 1.250], [0.218, -1.338, 2.381], [0.502, -1.414, 0.109], [0.383, -0.745, -1.098], [0.640, -1.464, -2.196], [0.130, 0.507, -1.143], [0.781, 2.714, -0.965], [0.171, 3.398, 0.314], [-0.212, 1.170, 2.010], [-0.242, -0.824, 3.167], [0.182, -2.295, 2.450], [0.577, -2.402, 0.056], [0.764, -2.429, -2.281], [1.023, -0.848, -2.953], [0.360, 1.086, -1.956]],
  "homo_lumo_gap_ev": 7.895,
  "charge": 2,
  "relative_energy_ev": 0.361
}


(4)
{
  "formula": "C3H9INO",
  "method": "ωB97M-V/def2-TZVPD",
  "elements": ["C", "C", "C", "N", "O", "I", "H", "H", "H", "H", "H", "H", "H", "H", "H"],
  "coordinates": [[0.440, -0.377, -1.952], [0.824, 0.363, 1.025], [-0.156, 0.135, -0.761], [-0.250, 0.105, 1.991], [-1.297, -0.534, -0.199], [-0.699, 2.176, -1.015], [-0.406, -0.355, -2.662], [0.828, -1.405, -2.032], [1.357, 0.201, -2.170], [1.528, -0.397, 0.944], [1.209, 1.361, 1.026], [-0.773, 0.944, 2.384], [0.088, -0.511, 2.748], [-0.964, -0.482, 1.266], [-1.729, -1.225, -0.592]],
  "homo_lumo_gap_ev": 9.831,
  "charge": 1,
  "relative_energy_ev": 1.891
}